ORCA calculation (wB97M-V/def2-TZVPD) on a cluster of 2 separate species, C8H7IO2S in total at a distorted geometry.

The value obtained for the HOMO-LUMO gap is 9.66 eV. Its HOMO energy is -9.29 eV. The value obtained for the maximum force is 0.053 hartree/bohr. The calculated total energy comes out at -31436.159 eV. As for the spin multiplicity: 1. For the energy above the lowest of the compared OMol25 structures with the same formula, charge and spin, the calculation gives 4.01 kJ/mol. Its charge is 0.

Each line ends with the Mulliken charge.
Positions of all 19 atoms, in Å:
C1 -0.168 0.141 2.621  -0.311
C2 -0.745 -0.579 1.528  -0.465
C3 0.678 1.210 2.382  -0.495
C4 -0.506 -0.131 0.190  -0.519
C5 1.006 1.603 1.033  -0.380
C6 0.434 0.896 0.000  0.674
C7 0.004 -3.724 -1.471  0.220
C8 -0.601 -3.396 -2.461  -0.854
O1 0.049 2.961 -1.528  -0.467
O2 -0.168 0.624 -2.404  -0.530
S1 0.733 1.420 -1.636  0.510
I1 -1.429 -2.598 -4.042  0.267
H1 -0.545 -0.266 3.548  0.358
H2 -1.393 -1.342 1.942  0.342
H3 1.113 1.809 3.174  0.343
H4 -0.690 -0.631 -0.768  0.347
H5 1.786 2.388 0.778  0.266
H6 0.294 -3.660 -0.448  0.359
H7 0.148 3.276 -2.436  0.335